# C9H25IIrN2

A molecular structure, C9H25IIrN2 in a non-equilibrium geometry (ωB97M-V with the def2-TZVPD basis set, OMol25).

Last column: Mulliken charge in e.
Element x y z (Å)
H1 -3.38 -1.36 -4.43  0.31
H2 0.46 2.85 -0.13  0.43
C1 -0.36 -2.49 1.73  -0.98
H3 2.05 2.06 -0.02  0.43
H4 2.63 -1.39 0.66  0.33
N1 0.57 1.44 1.37  -0.65
H5 1.61 1.37 3.24  0.43
H6 -1.21 1.47 2.59  0.41
H7 -3.59 0.85 -4.60  0.30
H8 -1.90 1.09 -4.95  0.26
C2 1.24 2.50 0.56  -1.09
H9 -0.01 2.78 2.93  0.36
H10 0.93 0.98 -1.91  0.45
H11 0.78 -0.78 -2.02  0.41
C3 -2.58 0.62 -4.22  -0.71
C4 1.06 0.04 -1.36  -1.52
C5 -0.50 2.17 2.16  -1.03
H12 -1.95 -1.25 -3.35  0.09
H13 1.71 -1.20 3.27  0.41
H14 1.60 3.32 1.19  0.38
H15 2.51 0.67 1.83  0.41
Ir1 -0.23 0.00 0.15  2.54
C6 1.53 0.74 2.33  -0.56
H16 1.51 -2.63 0.01  0.41
N2 0.60 -1.38 1.43  -0.76
H17 0.05 -3.15 2.50  0.38
H18 -1.85 -1.13 -5.11  0.31
H19 2.14 -0.06 -1.12  0.38
H20 -1.02 2.83 1.46  0.38
H21 -1.32 -2.07 2.03  0.45
I1 -2.67 -0.06 -0.05  0.13
C7 0.95 -0.62 2.70  -0.67
H22 -2.44 1.12 -3.25  0.16
C8 -2.44 -0.84 -4.26  -0.72
H23 -0.48 -3.05 0.79  0.38
C9 1.82 -2.08 0.91  -1.12
H24 2.17 -2.82 1.65  0.44
H25 0.03 -0.54 3.30  0.44

Computed properties:
DFT total energy: -23636.1839 eV
E_LUMO (alpha / beta): -5.643 / -11.249 eV
2S+1: 6
Net charge: +2

# C4H11N3

2 unconnected molecules or ions with the total composition C4H11N3 in a non-equilibrium geometry (ωB97M-V with the def2-TZVPD basis set, OMol25).

Last column: Mulliken charge in e.
Element x y z (Å)
H1 0.96 2.72 1.17  0.29
N1 0.19 -0.16 0.70  -0.46
H2 -0.20 -0.07 1.66  0.22
C1 0.93 0.79 0.25  0.55
H3 -0.69 -2.57 0.75  0.32
H4 2.56 2.10 0.75  0.38
H5 -1.69 0.62 -1.49  0.20
H6 -2.14 -0.52 0.59  0.22
N2 -1.42 -0.36 -1.51  -0.96
H7 1.70 1.44 2.15  0.34
C2 -1.38 -0.90 -0.36  0.57
C3 -1.11 -2.37 -0.23  -1.12
N3 1.13 0.92 -1.08  -0.42
H8 -0.40 -2.68 -1.00  0.26
H9 -2.04 -2.91 -0.36  0.34
H10 1.49 1.79 -1.44  0.20
H11 0.54 0.36 -1.68  0.33
C4 1.58 1.82 1.14  -1.26

Computed properties:
DFT total energy: -8795.2116 eV
E_LUMO: 0.810 eV
Relative energy (zero: lowest compared OMol25 entry of this formula, charge and spin): 55.5 kcal per mole

# C3H10N2O3

4 unconnected molecules or ions with the total composition C3H10N2O3 in a non-equilibrium geometry (ωB97M-V with the def2-TZVPD basis set, OMol25).

Last column: Mulliken charge in e.
Element x y z (Å)
H1 -0.50 0.89 -1.29  0.37
H2 2.00 -1.79 -0.40  0.31
H3 1.58 1.11 2.36  0.42
H4 -3.45 -1.75 0.32  0.31
H5 -0.68 1.79 2.83  0.21
O1 1.89 0.38 -2.58  -0.64
C1 -1.17 1.25 0.82  -0.39
O2 -3.54 -0.77 0.33  -0.64
C2 -0.32 0.83 -0.17  -0.19
H6 1.76 -0.53 -2.73  0.31
H7 -3.58 -0.61 -0.65  0.32
H8 2.41 0.30 -1.65  0.34
N1 -0.44 1.32 1.99  -0.05
H9 2.28 -3.23 -0.79  0.28
N2 0.91 0.61 0.28  -0.28
C3 0.87 0.98 1.63  -0.40
H10 -2.22 1.57 0.80  0.33
O3 2.21 -2.38 -1.10  -0.61

Computed properties:
DFT total energy: -12394.8377 eV
E_LUMO: 0.656 eV
Relative energy (zero: lowest compared OMol25 entry of this formula, charge and spin): 43.8 kcal per mole

# C7H18N

2 unconnected molecules or ions with the total composition C7H18N in a non-equilibrium geometry (ωB97M-V with the def2-TZVPD basis set, OMol25).

Last column: Mulliken charge in e.
Element x y z (Å)
H1 1.58 -2.30 0.32  0.39
H2 0.65 0.28 1.58  0.24
H3 1.55 1.83 1.54  0.49
H4 -0.23 1.84 3.33  0.36
H5 -0.59 3.08 2.11  0.36
H6 1.46 -0.68 -0.46  0.08
H7 -1.91 -1.41 -2.12  0.33
C1 -0.51 1.99 2.29  -1.14
H8 -0.71 -2.13 1.41  0.33
C2 -0.30 -2.04 -0.77  0.73
C3 0.90 2.06 -0.92  -0.12
C4 -1.14 -1.66 0.48  -1.27
C5 -0.80 -1.30 -2.03  -1.08
H9 -1.49 1.51 2.11  0.33
H10 -0.55 -0.22 -2.01  0.04
C6 0.56 1.36 1.41  -0.40
H11 0.54 2.06 -1.93  0.29
H12 -0.35 -1.72 -2.95  0.39
H13 -0.44 -3.12 -0.95  0.29
H14 1.85 2.49 -0.63  0.30
H15 -1.21 -0.58 0.66  0.10
N1 0.19 1.51 -0.01  0.04
H16 -0.63 0.97 -0.32  0.27
C7 1.21 -1.79 -0.56  -1.15
H17 -2.14 -2.05 0.39  0.43
H18 1.78 -2.16 -1.45  0.38

Computed properties:
DFT total energy: -9033.8524 eV
E_LUMO: -5.027 eV
Net charge: +1
Relative energy (zero: lowest compared OMol25 entry of this formula, charge and spin): 21.2 kcal per mole

# C16H32Br8O4S2

6 unconnected molecules or ions with the total composition C16H32Br8O4S2 in a non-equilibrium geometry (ωB97M-V with the def2-TZVPD basis set, OMol25).

Last column: Mulliken charge in e.
Element x y z (Å)
H1 10.49 -11.15 -2.69  0.40
C1 4.65 -20.12 -2.13  -0.22
H2 9.67 -16.21 1.92  0.31
H3 5.08 -12.30 -0.14  0.41
O1 9.94 -11.38 -7.16  -0.68
C2 9.80 -11.06 -3.53  -0.87
H4 7.25 -14.36 1.66  0.09
C3 7.82 -16.11 -2.42  0.34
H5 11.05 -17.07 -4.21  0.40
H6 11.31 -10.73 -5.07  0.36
H7 14.02 -16.27 -4.13  0.39
S1 8.77 -13.75 3.91  1.13
H8 8.05 -16.72 2.12  0.12
C4 8.88 -15.55 3.81  -0.67
Br1 7.66 -15.58 -4.28  -0.12
H9 8.06 -18.30 -2.65  0.43
H10 3.69 -12.83 -1.10  0.44
H11 8.83 -12.46 1.96  0.48
H12 4.50 -21.14 -4.03  0.42
Br2 4.61 -14.75 0.18  -0.18
H13 3.58 -19.89 -2.12  0.40
Br3 5.49 -11.82 -3.26  -0.16
H14 8.07 -15.91 4.44  0.39
C5 11.83 -16.31 -4.15  -0.62
O2 9.82 -13.22 4.73  -0.66
O3 8.16 -9.89 -6.21  -0.66
Br4 11.63 -15.30 -2.52  -0.19
C6 9.40 -12.48 -3.98  0.53
H15 13.31 -17.69 -3.37  0.38
H16 8.92 -10.52 -3.17  0.30
O4 7.39 -13.40 4.14  -0.64
H17 10.18 -13.61 2.07  0.33
Br5 6.94 -21.04 -3.60  -0.13
H18 5.10 -19.46 -4.05  0.34
C7 4.70 -13.08 -0.79  -0.47
H19 6.41 -17.67 -2.60  0.23
C8 8.71 -15.87 2.32  -0.50
C9 13.19 -16.97 -4.17  -0.62
Br6 4.77 -21.65 -0.91  -0.12
H20 11.72 -15.66 -5.01  0.43
Br7 13.36 -17.93 -5.82  -0.15
H21 8.34 -13.07 -5.87  0.51
H22 10.28 -13.08 -4.22  -0.12
H23 8.83 -15.88 -2.11  0.14
H24 5.18 -19.31 -1.65  -0.13
C10 8.30 -14.62 1.54  0.08
H25 5.46 -14.19 -2.52  0.35
H26 8.52 -14.67 0.47  0.08
H27 6.67 -13.22 -1.66  0.10
C11 9.10 -13.49 2.16  -0.94
H28 10.29 -9.29 -4.70  0.44
C12 10.33 -10.37 -4.75  -0.78
C13 5.62 -13.28 -1.96  -0.46
S2 9.18 -10.89 -6.04  1.16
C14 8.45 -12.28 -5.13  -0.10
C15 5.12 -20.41 -3.53  -0.59
H29 8.94 -12.99 -3.13  -0.15
Br8 7.25 -17.82 -0.30  -0.09
H30 9.86 -15.83 4.18  0.33
C16 7.42 -17.55 -2.20  -0.50
H31 7.15 -15.45 -1.86  -0.34
H32 7.48 -11.91 -4.80  -0.39

Computed properties:
DFT total energy: -607311.1986 eV
E_LUMO: -0.105 eV
Relative energy (zero: lowest compared OMol25 entry of this formula, charge and spin): 0.0 kcal per mole